Record 1
Formula: C47H55IrN6S6
Source: the OMol25 dataset
Level of theory: ωB97M-V with the def2-TZVPD basis set

```
115
C47H55IrN6S6 | the OMol25 dataset | ωB97M-V with the def2-TZVPD basis set
Ir -0.5510 0.2495 -0.0549
C -1.8829 -4.8069 -3.3027
C -2.9511 -3.7118 -3.2605
C -2.3716 -2.3802 -2.9155
C -2.0202 -1.3580 -3.7536
C -2.1100 -1.2878 -5.2415
C -0.7673 -1.5899 -5.9122
C -1.4465 -0.3291 -2.9218
N -1.4618 -0.7052 -1.6272
C -2.0190 -1.9627 -1.5890
C -2.2347 -2.6998 -0.4160
C -1.9435 -2.2929 0.8513
C -2.2783 -3.0399 2.0591
C -2.9607 -4.3691 2.0630
C -4.4748 -4.2426 1.8793
C -1.9083 -2.2883 3.1146
C -1.2954 -1.0632 2.5892
C -0.7663 -0.0779 3.3617
C -0.0641 1.0457 2.8624
N 0.0992 1.3339 1.5477
C 0.8195 2.5084 1.4957
C 1.1006 3.2141 0.3188
C 0.6613 2.8898 -0.9318
N -0.0612 1.7584 -1.2769
C -0.2940 1.8295 -2.6390
C -0.9225 0.8998 -3.4007
C 0.2839 3.0758 -3.1570
C 0.8760 3.7065 -2.1223
C 1.5697 5.0290 -2.1068
C 0.6549 6.1526 -1.6114
C 0.1610 3.5154 -4.5778
C -1.2212 4.0997 -4.8838
C 1.1523 2.9385 2.8225
C 0.6005 2.0258 3.6806
C 0.6376 1.9956 5.1723
C -0.6179 2.5969 5.8083
C 1.9057 4.1860 3.1492
C 1.0135 5.4299 3.1322
N -1.3148 -1.1057 1.2090
C -2.0104 -2.6119 4.5683
C -0.6894 -3.1465 5.1299
H -2.3250 -5.7736 -3.5396
H -1.3699 -4.8877 -2.3436
H -1.1313 -4.5793 -4.0583
H -3.7237 -3.9801 -2.5354
H -3.4504 -3.6494 -4.2284
H -2.4559 -0.2966 -5.5454
H -2.8627 -1.9943 -5.5936
H 0.0013 -0.8931 -5.5761
H -0.8473 -1.5160 -6.9957
H -0.4328 -2.5964 -5.6610
H -2.7123 -3.6620 -0.5278
H -2.7470 -4.8787 3.0037
H -2.5424 -4.9964 1.2723
H -4.9119 -3.6656 2.6931
H -4.9456 -5.2241 1.8659
H -4.7165 -3.7340 0.9464
H -0.8367 -0.1798 4.4339
H 1.6597 4.1320 0.4241
H -1.0182 1.0949 -4.4582
H 1.9259 5.2629 -3.1110
H 2.4573 4.9700 -1.4717
H -0.2140 6.2551 -2.2606
H 1.1849 7.1037 -1.5987
H 0.2934 5.9487 -0.6034
H 0.3555 2.6672 -5.2391
H 0.9284 4.2595 -4.7948
H -2.0093 3.3786 -4.6698
H -1.2940 4.3850 -5.9321
H -1.4070 4.9850 -4.2770
H 1.5213 2.5342 5.5201
H 0.7594 0.9621 5.5071
H -0.7169 3.6501 5.5480
H -0.5804 2.5175 6.8936
H -1.5155 2.0851 5.4593
H 2.7276 4.3164 2.4403
H 2.3646 4.0797 4.1339
H 0.5643 5.5771 2.1493
H 1.5867 6.3219 3.3821
H 0.2017 5.3326 3.8524
H -2.8001 -3.3493 4.7199
H -2.3127 -1.7192 5.1209
H -0.3994 -4.0639 4.6162
H -0.7811 -3.3624 6.1932
H 0.1142 -2.4228 4.9928
N 3.7589 -1.8409 -2.0763
C 2.9508 -1.6014 -1.0367
S 1.2963 -1.3225 -1.3512
N 3.4507 -1.6409 0.1961
C 4.7498 -2.0271 0.6170
C 5.3340 -3.2147 0.1893
C 6.5555 -3.6071 0.7185
C 7.1792 -2.8397 1.6907
C 6.5819 -1.6653 2.1283
C 5.3748 -1.2527 1.5887
H 3.3775 -1.7300 -2.9994
H 4.7537 -1.9453 -1.9596
H 2.8152 -1.3911 0.9523
H 4.8212 -3.8505 -0.5209
H 7.0103 -4.5281 0.3803
H 8.1246 -3.1558 2.1077
H 7.0597 -1.0634 2.8894
H 4.9018 -0.3388 1.9233
C 3.2909 -5.9220 2.1632
S 2.4193 -4.3561 2.3655
C 3.3983 -3.5585 3.5297
C 3.1516 -2.2165 3.8523
S 2.0617 -1.2396 3.0630
S 4.1649 -1.5878 5.1325
C 5.1334 -3.0032 5.4027
S 6.4154 -3.0786 6.3930
S 4.6902 -4.3375 4.3567
H 3.3014 -6.4903 3.0904
H 4.3029 -5.7562 1.7991
H 2.7277 -6.4734 1.4139
```

The frontier orbital gap (alpha / beta) is 4.75 / 5.02 eV. As for the spin multiplicity: 6. The value obtained for the LUMO energy (alpha / beta) is -2.7642 / -4.7652 eV. Its total charge is +1. For the highest occupied orbital energy (alpha / beta), the calculation gives -7.5 / -9.8 eV.

Record 2
Formula: C13H10P2
Source: the OMol25 dataset
Level of theory: ωB97M-V with the def2-TZVPD basis set

```
25
C13H10P2 | the OMol25 dataset | ωB97M-V with the def2-TZVPD basis set
C -0.0802 -0.4895 3.3184
C -1.1613 -1.8898 -1.9723
C 1.1488 0.0259 3.5831
C -1.5179 -0.8792 -2.9142
C -0.4677 -0.6811 2.0446
C -0.5422 -1.6468 -0.7688
C 1.9461 0.3994 2.5708
C -1.2290 0.4074 -2.6037
C 0.2523 -0.1414 0.9425
C -0.2387 -0.2918 -0.4623
C 1.5905 0.3670 1.2161
C -0.5479 0.6759 -1.3590
C 2.2370 2.0158 -0.9913
P 2.8847 0.8699 0.0120
P -0.3501 2.3465 -0.7408
H -0.6701 -0.8590 4.3061
H -1.2482 -2.9423 -2.2840
H 1.3763 0.2019 4.6337
H -1.9863 -1.0874 -3.8813
H -1.4185 -1.2366 1.9446
H -0.0593 -2.3306 -0.0666
H 2.9118 0.7507 2.9598
H -1.3486 1.2213 -3.3336
H 2.5289 2.6256 -1.8597
H -0.4060 2.6207 -2.1348
```

The frontier orbital gap (alpha / beta) is 6.24 / 6.89 eV. As for the spin multiplicity: 3. The value obtained for the LUMO energy (alpha / beta) is -0.0463 / -2.0775 eV. For the highest occupied orbital energy (alpha / beta), the calculation gives -6.3 / -9.0 eV.

Record 3
Formula: C7H12N2O3
Source: the OMol25 dataset
Level of theory: ωB97M-V with the def2-TZVPD basis set

```
24
C7H12N2O3 | the OMol25 dataset | ωB97M-V with the def2-TZVPD basis set
C -3.2460 1.1791 -0.0640
C -2.5177 0.0792 0.9102
O -1.0831 0.1988 0.6820
C -0.9620 -0.5179 -0.5396
O -1.8533 -0.8728 -1.2468
C 0.4951 -0.4757 -0.8972
C 1.4088 -1.6977 -0.3090
C 2.3569 -1.0684 0.6811
C 2.5893 0.3209 0.1458
N 1.2632 0.6571 -0.3593
N 0.9943 1.8741 -0.6473
O 1.8326 2.6360 -0.2387
H -3.3410 0.4673 -0.9173
H -2.6262 2.0165 -0.3892
H -4.2923 1.3949 0.0345
H -2.5996 0.5167 2.0415
H -2.9456 -0.8274 0.8550
H 0.5101 -0.2964 -1.9480
H 1.9657 -2.1267 -1.1149
H 0.6386 -2.3657 0.0975
H 1.8402 -0.9458 1.6917
H 3.3747 -1.5530 0.8642
H 2.6978 0.9371 1.0253
H 3.4997 0.4698 -0.3578
```

The energy relative to the best compared isomer or geometry (same formula, charge and spin) comes out at 4.890 eV. The frontier orbital gap is 9.79 eV. The value obtained for the LUMO energy is 0.7077 eV. For the highest occupied orbital energy, the calculation gives -9.1 eV.

Record 4
Formula: C8H8N2O2
Source: the OMol25 dataset
Level of theory: ωB97M-V with the def2-TZVPD basis set

```
20
C8H8N2O2 | the OMol25 dataset | ωB97M-V with the def2-TZVPD basis set
C -0.6239 1.8706 1.9102
C 0.4020 1.2371 1.2707
C -1.9380 1.4960 1.6306
C 0.0907 0.2774 0.2518
C -1.2710 0.0230 0.0782
C -0.6565 -1.2980 -1.7345
C 0.9949 -0.4016 -0.7139
C 1.8206 -1.6422 -0.3318
N -2.2883 0.5796 0.7306
N -1.6467 -0.7998 -1.0451
O -0.5378 -2.1238 -2.6277
O 1.6457 0.6742 -1.3934
H -0.4002 2.7782 2.5118
H 1.3602 1.6826 1.3857
H -2.8076 2.0057 2.0221
H 1.7661 -1.8459 0.7991
H 2.9053 -1.5523 -0.6195
H 1.4180 -2.5163 -0.9340
H -2.6496 -0.8907 -1.2823
H 2.4160 0.4463 -1.9084
```

The energy relative to the best compared isomer or geometry (same formula, charge and spin) comes out at 0.000 eV. The frontier orbital gap (alpha / beta) is 5.52 / 7.74 eV. As for the spin multiplicity: 3. The value obtained for the LUMO energy (alpha / beta) is 0.6327 / -1.4231 eV. For the highest occupied orbital energy (alpha / beta), the calculation gives -4.9 / -9.2 eV.

Record 5
Formula: C24H24N5OSSr
Source: the OMol25 dataset
Level of theory: ωB97M-V with the def2-TZVPD basis set

```
56
C24H24N5OSSr | the OMol25 dataset | ωB97M-V with the def2-TZVPD basis set
Sr 0.2533 0.5136 -0.6256
C -3.0196 -0.5479 -1.4928
C -2.4777 0.3271 -2.6383
C -2.4785 1.8029 -2.3196
C -3.4931 2.6211 -2.7977
C -3.4863 3.9679 -2.4763
C -2.4621 4.4629 -1.6856
C -1.4915 3.5849 -1.2444
N -1.4956 2.2805 -1.5444
N -1.9922 -1.0402 -0.5511
C -2.5395 -1.1175 0.8079
C -1.5145 -1.2007 1.9155
C -1.8035 -1.9183 3.0673
C -0.9102 -1.8830 4.1240
C 0.2527 -1.1397 3.9955
C 0.4740 -0.4686 2.8067
N -0.3931 -0.4861 1.7888
C -1.5186 -2.3557 -1.0159
C -0.2265 -2.8266 -0.3941
C -0.1590 -4.0060 0.3287
C 1.0741 -4.4276 0.8052
C 2.1967 -3.6627 0.5352
C 2.0382 -2.4921 -0.1887
N 0.8538 -2.0787 -0.6399
H -3.5675 -1.3935 -1.9240
H -3.7534 0.0358 -0.9374
H -3.1219 0.1689 -3.5034
H -1.4790 0.0090 -2.9600
H -4.2710 2.2067 -3.4250
H -4.2644 4.6230 -2.8446
H -2.4119 5.5088 -1.4196
H -0.6670 3.9298 -0.6311
H -3.2366 -1.9607 0.9103
H -3.1198 -0.2090 0.9849
H -2.7194 -2.4907 3.1351
H -1.1189 -2.4271 5.0356
H 0.9763 -1.0836 4.7959
H 1.3673 0.1259 2.6486
H -1.3505 -2.2828 -2.0933
H -2.2942 -3.1181 -0.8623
H -1.0532 -4.5871 0.5121
H 1.1568 -5.3460 1.3712
H 3.1774 -3.9640 0.8743
H 2.8827 -1.8547 -0.4287
O 1.8894 1.7755 0.5365
N 3.1739 1.9679 0.2602
C 3.9314 2.5242 1.2370
C 5.2586 2.7792 1.0638
C 5.8430 2.4572 -0.1665
C 5.0685 1.8962 -1.1457
C 3.6968 1.6298 -0.9535
S 2.7442 0.9111 -2.1866
H 3.3854 2.7491 2.1401
H 5.8236 3.2262 1.8678
H 6.8923 2.6500 -0.3431
H 5.4797 1.6337 -2.1090
```

The energy relative to the best compared isomer or geometry (same formula, charge and spin) comes out at 0.257 eV. The frontier orbital gap is 7.38 eV. The value obtained for the LUMO energy is -2.4343 eV. Its total charge is +1. For the highest occupied orbital energy, the calculation gives -9.8 eV.

Record 6
Formula: AsCsF6
Source: the OMol25 dataset
Level of theory: ωB97M-V with the def2-TZVPD basis set

```
8
AsCsF6 | the OMol25 dataset | ωB97M-V with the def2-TZVPD basis set
Cs 0.1526 -3.5149 1.6124
As -0.0196 0.4970 -0.2376
F 0.8975 0.3974 -1.7866
F 0.2141 -1.2736 -0.1230
F -1.0560 0.6135 1.3250
F -0.0620 2.2938 -0.4792
F -1.5876 0.3312 -1.1435
F 1.4609 0.6556 0.8325
```

The energy relative to the best compared isomer or geometry (same formula, charge and spin) comes out at 0.678 eV. The frontier orbital gap (alpha / beta) is 12.34 / 5.38 eV. As for the spin multiplicity: 2. The value obtained for the LUMO energy (alpha / beta) is -5.5587 / -12.4047 eV. Its total charge is +1. For the highest occupied orbital energy (alpha / beta), the calculation gives -17.9 / -17.8 eV.

Record 7
Formula: C5H8N
Source: the OMol25 dataset
Level of theory: ωB97M-V with the def2-TZVPD basis set

```
14
C5H8N | the OMol25 dataset | ωB97M-V with the def2-TZVPD basis set
C -2.6441 0.8793 -0.4715
C -1.6836 0.1924 -0.3527
C -0.4339 -0.3311 -0.0564
N -0.4997 -1.8198 0.0277
C 0.7324 0.2717 0.1844
C 1.2371 1.6934 0.3214
H -3.6088 1.2396 -0.6207
H -0.3989 -2.2392 0.9529
H 0.0199 -2.5101 -0.5252
H -1.3973 -2.2126 -0.1170
H 1.4602 -0.6072 0.3711
H 0.8428 2.4723 -0.4574
H 0.9421 2.0004 1.3383
H 2.3074 1.6866 0.3528
```

The energy relative to the best compared isomer or geometry (same formula, charge and spin) comes out at 3.536 eV. The frontier orbital gap is 9.95 eV. The value obtained for the LUMO energy is -3.8125 eV. Its total charge is +1. For the highest occupied orbital energy, the calculation gives -13.8 eV.

Record 8
Formula: C4H7F3
Source: the OMol25 dataset
Level of theory: ωB97M-V with the def2-TZVPD basis set

```
14
C4H7F3 | the OMol25 dataset | ωB97M-V with the def2-TZVPD basis set
F -2.0901 0.7589 -0.0109
C -1.4002 -0.2809 -0.7137
C -0.4137 -1.0046 0.1950
C 0.9357 -0.3130 0.2974
F 1.6857 -0.6093 -0.8423
C 0.9265 1.1970 0.4520
F 0.4891 1.9198 -0.7005
H -0.7411 0.1464 -1.4177
H -2.1402 -0.9800 -1.1062
H -0.7955 -1.1609 1.1956
H -0.2317 -1.9616 -0.2952
H 1.5291 -0.7425 1.1285
H 1.9742 1.4643 0.6038
H 0.2721 1.5665 1.2142
```

The energy relative to the best compared isomer or geometry (same formula, charge and spin) comes out at 1.265 eV. The frontier orbital gap is 12.48 eV. The value obtained for the LUMO energy is 0.9248 eV. For the highest occupied orbital energy, the calculation gives -11.6 eV.